Record 1
# C4H17N2O5S

A cluster of 5 separate species, C4H17N2O5S in total at a distorted geometry (the ωB97M-V functional and the def2-TZVPD basis, OMol25).

E_HOMO: -4.00 eV
orbital gap: 6.7 eV
largest force on an atom: 8.966 eV/Å
LUMO level: 2.655 eV
total charge: -1
total energy: -1046.425843 Eh
spin multiplicity: 1

Bonds (Å) are listed after each position.
Positions of all 29 atoms, in Å:
1 O 2.02314 1.21014 -0.53329  C2 1.248
2 C 0.86828 1.14170 -1.00164  O1 1.248, C3 1.543, S5 2.260, H9 1.047
3 C -0.01223 0.25424 -0.09793  C2 1.543, C4 1.569, N6 1.576, H10 1.087
4 C -1.31755 1.12345 -0.14814  C3 1.569, S5 1.782, H11 1.144, H12 1.092
5 S -0.69122 2.72823 -0.60440  C2 2.260, C4 1.782
6 N -0.14786 -1.22198 -0.63325  C3 1.576, C7 1.547, H13 0.932
7 C -0.69808 -2.17691 0.45220  N6 1.547, N8 1.509, H14 1.078, H15 1.104
8 N -1.99865 -1.60311 0.95882  C7 1.509, H16 0.899, H17 1.047
9 H 0.81865 1.34907 -2.02647  C2 1.047
10 H 0.46595 0.32181 0.87608  C3 1.087
11 H -1.75575 0.90694 0.88573  C4 1.144
12 H -2.02974 0.67738 -0.84591  C4 1.092
13 H -0.43710 -1.32430 -1.51296  N6 0.932
14 H -0.03258 -2.21426 1.29901  C7 1.078
15 H -0.94340 -3.19104 0.09284  C7 1.104
16 H -2.50024 -1.31558 0.27076  N8 0.899
17 H -1.76706 -0.79439 1.58168  N8 1.047
18 H 2.28710 -0.57946 -0.78781  O20 0.982
19 H 3.71497 -0.25598 -0.51840  O20 1.043
20 O 3.11461 -1.09510 -0.67173  H18 0.982, H19 1.043
21 H -1.09839 1.51706 2.60932  O23 0.972
22 H -1.26865 -0.03826 3.09980  O23 1.017
23 O -1.12156 0.92796 3.38262  H21 0.972, H22 1.017
24 H 4.07236 0.85274 1.16769  O26 1.033
25 H 3.46760 2.12837 0.97142  O26 0.927
26 O 3.86293 1.71271 1.69959  H24 1.033, H25 0.927
27 H -1.47503 -0.55224 -3.39764  O29 1.057
28 H -3.07323 -0.52139 -3.39407  O29 0.955
29 O -2.32724 0.03219 -3.17392  H27 1.057, H28 0.955

Atom charges from the Löwdin analysis, given in e for atoms 1 to 6: O -0.16; C -0.53; C -0.32; C -0.66; S 0.55; N 0.02



Record 2
# C3H6BrN2O

The ion C3H6BrN2O with charge +1 at a distorted geometry (the ωB97M-V functional and the def2-TZVPD basis, OMol25).

SMILES: C[N+](/C=[NH+]\[O-])=C\Br
E_HOMO (alpha / beta): -13.92 / -13.92 eV
orbital gap (alpha / beta): 8.5 / 8.5 eV
largest force on an atom: 3.400 eV/Å
LUMO level (alpha / beta): -5.421 / -5.422 eV
total charge: +1
total energy: -2876.284453 Eh
spin multiplicity: 1

Bonds (Å) are listed after each position.
Positions of all 13 atoms, in Å:
1 C 0.04905 1.62814 0.27478  N2 1.429, H8 1.115, H9 1.048, H10 1.128
2 N 0.14742 0.27656 -0.17893  C1 1.429, C3 1.414, C6 1.360
3 C -1.04426 -0.47733 -0.28876  N2 1.414, N4 1.309, H11 1.157
4 N -0.99478 -1.73963 0.05426  C3 1.309, O5 1.263, H12 1.081
5 O 0.09861 -2.30346 0.33985  N4 1.263
6 C 1.32257 -0.37243 -0.39407  N2 1.360, Br7 1.826, H13 1.174
7 Br 2.90606 0.36460 0.13679  C6 1.826
8 H 0.55112 2.35923 -0.40164  C1 1.115
9 H -0.95046 1.90026 0.43434  C1 1.048
10 H 0.57289 1.86715 1.24486  C1 1.128
11 H -2.00806 0.14798 -0.42917  C3 1.157
12 H -1.88596 -2.31405 0.26567  N4 1.081
13 H 1.23579 -1.33701 -1.05798  C6 1.174

Atom charges from the Löwdin analysis, given in e for atoms 1 to 6: C -0.06; N -0.17; C -0.03; N -0.07; O -0.07; C -0.48



Record 3
# C24H24NO2

The ion C24H24NO2 with charge +1 at a distorted geometry (the ωB97M-V functional and the def2-TZVPD basis, OMol25).

SMILES: COc1ccc([C@H](C/C(=[NH+]/C(C)=O)c2ccccc2)c2ccccc2)cc1
E_HOMO: -11.08 eV
orbital gap: 5.7 eV
largest force on an atom: 2.328 eV/Å
LUMO level: -5.423 eV
total charge: +1
total energy: -1133.927399 Eh
spin multiplicity: 1

Bonds (Å) are listed after each position.
Positions of all 51 atoms, in Å:
1 C 0.10867 4.97048 2.61681  O2 1.441, H28 1.089, H29 1.100, H30 1.100
2 O -0.91027 4.02191 2.24403  C1 1.441, C3 1.360
3 C -0.65804 3.22112 1.17425  O2 1.360, C4 1.414, C27 1.412
4 C -1.72463 2.41135 0.71904  C3 1.414, C5 1.379, H31 1.088
5 C -1.46549 1.36649 -0.14219  C4 1.379, C6 1.396, H32 1.093
6 C -0.16132 1.09505 -0.55892  C5 1.396, C7 1.525, C26 1.396
7 C 0.12186 -0.17263 -1.35718  C6 1.525, C8 1.522, C20 1.540, H33 1.097
8 C 1.01393 -1.10638 -0.55103  C7 1.522, C9 1.499, H34 1.095, H35 1.101
9 C 0.36561 -1.58493 0.71264  C8 1.499, N10 1.365, C14 1.420
10 N 0.65669 -0.90522 1.86021  C9 1.365, C11 1.413, H36 1.020
11 C -0.30493 -0.30229 2.70210  N10 1.413, C12 1.496, O13 1.221
12 C 0.32423 0.47690 3.81363  C11 1.496, H37 1.101, H38 1.103, H39 1.093
13 O -1.50679 -0.39585 2.50896  C11 1.221
14 C -0.49781 -2.71030 0.78002  C9 1.420, C15 1.430, C19 1.424
15 C -0.92908 -3.42856 -0.37909  C14 1.430, C16 1.392, H40 1.093
16 C -1.89957 -4.42096 -0.27255  C15 1.392, C17 1.402, H41 1.091
17 C -2.46106 -4.74139 0.97168  C16 1.402, C18 1.402, H42 1.089
18 C -1.98071 -4.11600 2.13095  C17 1.402, C19 1.387, H43 1.088
19 C -0.97342 -3.16658 2.04255  C14 1.424, C18 1.387, H44 1.091
20 C 0.68903 0.08928 -2.76523  C7 1.540, C21 1.403, C25 1.398
21 C 0.60783 -0.94746 -3.70712  C20 1.403, C22 1.399, H45 1.098
22 C 1.22503 -0.82886 -4.95749  C21 1.399, C23 1.403, H46 1.094
23 C 1.97465 0.31676 -5.26622  C22 1.403, C24 1.396, H47 1.091
24 C 2.02234 1.36713 -4.34719  C23 1.396, C25 1.399, H48 1.090
25 C 1.34079 1.27142 -3.12960  C20 1.398, C24 1.399, H49 1.087
26 C 0.88155 1.93064 -0.15665  C6 1.396, C27 1.391, H50 1.094
27 C 0.63685 3.04570 0.63805  C3 1.412, C26 1.391, H51 1.094
28 H -0.34394 5.54637 3.42202  C1 1.089
29 H 1.01486 4.46177 2.97763  C1 1.100
30 H 0.36830 5.62850 1.77482  C1 1.100
31 H -2.72005 2.57199 1.12844  C4 1.088
32 H -2.27502 0.71735 -0.48581  C5 1.093
33 H -0.84042 -0.67868 -1.50403  C7 1.097
34 H 1.26940 -1.98317 -1.15582  C8 1.095
35 H 1.95106 -0.58342 -0.30577  C8 1.101
36 H 1.57905 -0.47340 1.92489  N10 1.020
37 H 1.16948 -0.08115 4.24484  C12 1.101
38 H 0.66928 1.45214 3.43180  C12 1.103
39 H -0.44301 0.64444 4.57440  C12 1.093
40 H -0.49316 -3.19554 -1.35438  C15 1.093
41 H -2.23238 -4.94783 -1.16813  C16 1.091
42 H -3.25888 -5.47884 1.04604  C17 1.089
43 H -2.38767 -4.35373 3.11182  C18 1.088
44 H -0.56343 -2.73899 2.95819  C19 1.091
45 H 0.05424 -1.86248 -3.46014  C21 1.098
46 H 1.14726 -1.64548 -5.68151  C22 1.094
47 H 2.53262 0.38122 -6.20195  C23 1.091
48 H 2.59856 2.26901 -4.55388  C24 1.090
49 H 1.34679 2.12664 -2.45858  C25 1.087
50 H 1.90520 1.74761 -0.49709  C26 1.094
51 H 1.45592 3.71887 0.90775  C27 1.094

Atom charges from the Löwdin analysis, given in e for atoms 1 to 6: C -0.06; O -0.09; C -0.27; C 0.01; C -0.03; C -0.22



Record 4
# C6H14N2

The ion C6H14N2 with charge -1 (the ωB97M-V functional and the def2-TZVPD basis, OMol25).

E_HOMO (alpha / beta): -1.43 / -1.43 eV
orbital gap (alpha / beta): 5.1 / 4.3 eV
<S²>: 0.7540
largest force on an atom: 0.967 eV/Å
LUMO level (alpha / beta): 3.709 / 2.871 eV
total charge: -1
total energy: -346.417478 Eh
spin multiplicity: 2

Bonds (Å) are listed after each position.
Positions of all 22 atoms, in Å:
1 C 2.97534 -0.30614 0.63889  C2 1.552, H9 1.096, H10 1.098, H11 1.090
2 C 1.72939 0.38094 0.01832  C1 1.552, C3 1.569, N8 1.412, H12 1.118
3 C 0.50106 -0.46916 0.49883  C2 1.569, C4 1.517, H13 1.107, H14 1.099
4 C -0.81805 -0.03776 -0.11427  C3 1.517, C5 1.543, C7 1.519, H22 1.094
5 C -2.00174 -0.89448 0.38263  C4 1.543, N6 1.443, H15 1.099, H17 1.103
6 N -3.17283 -0.74194 -0.44732  C5 1.443, H16 1.025
7 C -1.17214 1.43101 0.04550  C4 1.519, H18 1.082, H19 1.107, H20 1.094
8 N 1.72569 0.51592 -1.38687  C2 1.412, H21 1.014
9 H 3.84856 0.35681 0.63677  C1 1.096
10 H 3.25544 -1.14459 -0.01308  C1 1.098
11 H 2.78398 -0.66911 1.64914  C1 1.090
12 H 1.63328 1.34209 0.58127  C2 1.118
13 H 0.40983 -0.42912 1.60122  C3 1.107
14 H 0.67856 -1.51948 0.22823  C3 1.099
15 H -1.69541 -1.94720 0.45413  C5 1.099
16 H -3.72828 -1.59143 -0.30700  N6 1.025
17 H -2.25042 -0.58550 1.41185  C5 1.103
18 H -0.41795 2.08210 -0.37727  C7 1.082
19 H -1.27402 1.65726 1.12446  C7 1.107
20 H -2.14120 1.66234 -0.40711  C7 1.094
21 H 1.97854 1.45990 -1.65920  N8 1.014
22 H -0.73288 -0.25250 -1.18381  C4 1.094

Atom charges from the Löwdin analysis, given in e for atoms 1 to 6: C -0.15; C -0.65; C -0.20; C -0.43; C -0.32; N 0.09